[1]
Molecular formula: C15H16N2OS2
Method: DFT, the ωB97M-V functional and the def2-TZVPD basis

Last column: Löwdin charge in e.
Cartesian coordinates (Å):
C -1.612 -2.147 -1.620  -0.036
C -1.737 -0.941 -0.772  -0.334
C -2.923 -0.651 -0.134  -0.052
C -3.078 0.449 0.687  -0.047
C -1.918 1.192 0.879  0.018
C -0.735 0.878 0.149  -0.224
N 0.432 1.671 0.116  0.011
C 0.556 3.037 0.300  -0.413
O -0.280 3.654 0.979  0.058
C 1.852 3.664 -0.232  -0.501
C 2.507 4.735 0.702  -0.104
S 3.005 2.261 -0.498  0.952
C 1.731 0.999 -0.021  -0.508
C 2.085 0.312 1.297  -0.482
S 2.402 1.220 2.765  0.996
C 2.724 -0.248 3.688  -0.385
C 2.487 -1.361 2.925  -0.145
C 2.158 -1.039 1.528  -0.307
C 1.908 -2.119 0.509  -0.049
N -0.643 -0.190 -0.623  0.177
H -2.238 -2.959 -1.272  0.076
H -0.573 -2.499 -1.606  0.074
H -1.881 -1.903 -2.653  0.089
H -3.782 -1.306 -0.299  0.115
H -3.981 0.687 1.236  0.112
H -1.958 2.066 1.539  0.108
H 1.688 4.180 -1.180  0.107
H 2.841 4.342 1.660  0.064
H 3.360 5.180 0.179  0.074
H 1.794 5.538 0.886  0.076
H 1.721 0.305 -0.837  0.079
H 3.029 -0.297 4.753  0.078
H 2.557 -2.397 3.252  0.108
H 2.822 -2.703 0.304  0.089
H 1.159 -2.818 0.900  0.087
H 1.571 -1.741 -0.436  0.040

The calculation puts the HOMO-LUMO gap at 0.3416 Eh. Its net charge is 0. As for the HOMO energy: -8.60 eV. For the largest force on an atom, the calculation gives 3.22 eV/Å. The value obtained for the LUMO energy is 0.70 eV. The calculation puts the total energy at -42513.066 eV. The energy relative to the best compared isomer or geometry (same formula, charge and spin) is 36.15 kJ/mol.



[2]
Molecular formula: C2H2BrCl2NO2
Method: DFT, the ωB97M-V functional and the def2-TZVPD basis

Last column: Löwdin charge in e.
Cartesian coordinates (Å):
C 0.124 0.178 -0.100  0.099
C -0.592 1.250 2.320  -1.660
N 1.028 1.176 -0.018  -0.540
O 2.043 0.976 0.673  -0.113
O 0.760 2.263 -0.533  -0.033
Cl -0.793 2.860 1.788  0.656
Cl -1.975 0.405 2.800  0.598
Br 1.026 0.860 3.165  0.796
H -0.792 0.340 -0.639  0.100
H 0.381 -0.778 0.318  0.097

The calculation puts the HOMO-LUMO gap (spin up / spin down) at 0.2492 / 0.3160 Eh. Its net charge is 0. As for the HOMO energy (spin up / spin down): -8.87 / -9.99 eV. For the largest force on an atom, the calculation gives 1.90 eV/Å. The value obtained for the LUMO energy (spin up / spin down) is -2.08 / -1.39 eV. The calculation puts the total energy at -102772.342 eV. The energy relative to the best compared isomer or geometry (same formula, charge and spin) is 0.00 kJ/mol.



[3]
Molecular formula: C16H8Cl2IN2O5Tl
Method: DFT, the ωB97M-V functional and the def2-TZVPD basis

Last column: Löwdin charge in e.
Cartesian coordinates (Å):
Tl 1.778 0.302 1.113  0.843
O -1.598 1.557 4.226  0.089
C -0.577 0.861 3.665  -0.465
O 0.458 1.421 3.394  0.019
C -0.868 -0.566 3.439  -0.194
C -1.954 -1.213 4.026  -0.012
C -2.140 -2.557 3.745  -0.064
C -1.278 -3.177 2.855  0.002
C -0.218 -2.449 2.310  -0.153
N -0.011 -1.187 2.633  0.124
C 0.778 -3.121 1.309  -0.684
O 0.606 -4.333 1.142  -0.039
O 1.626 -2.377 0.794  -0.133
H -1.334 2.490 4.242  0.125
H -2.608 -0.665 4.686  0.104
H -2.940 -3.115 4.223  0.097
H -1.368 -4.214 2.567  0.107
Cl -0.587 2.248 -5.998  0.590
C -0.583 1.882 -4.283  -0.644
C -1.685 2.228 -3.533  -0.221
C -1.684 1.990 -2.177  -0.633
I -3.399 2.495 -1.041  0.757
C -0.609 1.434 -1.441  -0.502
O -0.618 1.297 -0.203  -0.176
C 0.522 1.043 -2.286  -0.147
N 1.558 0.491 -1.658  0.044
C 2.631 0.141 -2.318  -0.137
C 2.749 0.323 -3.702  -0.063
C 1.708 0.895 -4.385  -0.051
C 0.540 1.279 -3.693  -0.192
H -2.537 2.685 -4.018  0.078
H 3.433 -0.271 -1.723  0.107
H 3.657 0.024 -4.209  0.093
H 1.776 1.081 -5.450  0.075
Cl 4.775 1.077 1.746  -0.745

The calculation puts the HOMO-LUMO gap at 0.2025 Eh. Its net charge is -2. As for the HOMO energy: -1.60 eV. For the largest force on an atom, the calculation gives 1.63 eV/Å. The value obtained for the LUMO energy is 3.91 eV. The calculation puts the total energy at -67782.921 eV.



[4]
Molecular formula: C12H26N3O7Pd
Method: DFT, the ωB97M-V functional and the def2-TZVPD basis

Last column: Löwdin charge in e.
Cartesian coordinates (Å):
Pd -0.741 -0.441 0.907  1.054
C 1.826 -3.149 1.889  -0.140
C 1.477 -2.142 2.993  -0.513
O 0.558 -1.204 2.604  -0.391
H 0.943 -3.652 1.485  0.063
H 2.558 -3.909 2.187  0.051
H 2.228 -2.594 1.030  0.035
H 2.419 -1.691 3.352  0.077
H 0.987 -2.788 3.750  0.083
C -2.936 -1.077 -0.501  -0.913
O -3.735 -1.479 -1.389  -0.094
O -2.537 -1.649 0.600  -0.165
O -2.091 -0.141 -0.858  -0.197
C 0.920 -2.235 -1.376  -0.294
O 0.521 -1.434 -0.560  -0.043
N 1.155 -1.915 -2.665  -0.177
C 1.087 -2.999 -3.668  -0.049
C 0.814 -0.641 -3.243  -0.052
H 1.003 -3.309 -1.152  0.142
H 1.166 -3.953 -3.151  0.079
H 1.953 -2.897 -4.322  0.080
H 0.155 -2.911 -4.225  0.092
H 1.321 -0.474 -4.194  0.083
H -0.276 -0.601 -3.349  0.109
H 1.083 0.233 -2.649  0.079
C 1.186 2.093 -0.214  -0.312
O 0.336 1.463 0.379  -0.049
N 2.480 2.031 0.157  -0.177
C 3.531 2.563 -0.745  -0.058
C 3.012 1.171 1.207  -0.026
H 1.021 2.741 -1.086  0.140
H 4.107 1.702 -1.075  0.084
H 4.120 3.289 -0.184  0.082
H 3.090 3.110 -1.577  0.075
H 4.097 1.128 1.138  0.078
H 2.861 1.680 2.164  0.099
H 2.521 0.198 1.234  0.081
C -3.085 1.401 2.412  -0.314
O -1.963 0.937 2.420  -0.022
N -3.590 2.240 1.488  -0.175
C -5.009 2.363 1.298  -0.078
C -2.783 2.585 0.318  -0.048
H -3.846 1.128 3.165  0.138
H -5.410 1.595 0.628  0.099
H -5.345 3.351 0.987  0.081
H -5.509 2.130 2.245  0.079
H -1.731 2.421 0.529  0.053
H -3.064 2.060 -0.592  0.086
H -2.885 3.672 0.206  0.082

The calculation puts the HOMO-LUMO gap (spin up / spin down) at 0.2109 / 0.2196 Eh. Its spin multiplicity is 3. Its net charge is -1. As for the HOMO energy (spin up / spin down): -3.23 / -3.47 eV. For the largest force on an atom, the calculation gives 3.61 eV/Å. The value obtained for the LUMO energy (spin up / spin down) is 2.51 / 2.51 eV. The calculation puts the total energy at -35146.708 eV. The energy relative to the best compared isomer or geometry (same formula, charge and spin) is 0.00 kJ/mol.



Q: net charge of number 4 (C12H26N3O7Pd)?
A: -1